No. 1
{
  "formula": "C8H13N2O2",
  "method": "the ωB97M-V functional and the def2-TZVPD basis",
  "smiles": "[H]/N=C/CC[N+](=C=C(C)O)C(C)=O",
  "charge": 1,
  "multiplicity": 1,
  "orbital_gap_ev": 9.159,
  "e_tot_ha": -572.25801,
  "e_above_lowest_kcal_mol": 99.2,
  "homo_ev": -13.511,
  "lumo_energy_ev": -4.35,
  "species": ["H", "N", "C", "C", "C", "N", "C", "C", "C", "O", "C", "C", "O", "H", "H", "H", "H", "H", "H", "H", "H", "H", "H", "H", "H"],
  "xyz": [[-0.0713, 3.2594, 0.7611], [-0.4165, 2.4470, 0.2100], [-1.6444, 2.2791, 0.4385], [-2.2509, 1.1795, -0.3931], [-1.2177, 0.2700, -1.2770], [-0.4461, -0.4939, -0.3050], [0.7575, -0.2871, -0.1078], [2.0548, -0.0173, -0.1824], [2.7305, -0.8487, -1.2503], [2.6471, 0.6214, 0.8261], [-1.0293, -1.5998, 0.4771], [-0.3106, -1.8440, 1.7738], [-1.9676, -2.1578, -0.0047], [-2.3093, 2.8739, 1.1551], [-3.0678, 1.5582, -1.0396], [-2.7757, 0.4982, 0.2976], [-1.8122, -0.4061, -1.9354], [-0.6801, 0.7906, -1.9072], [3.8317, -0.6116, -1.3940], [2.1790, -0.7128, -2.0817], [2.6896, -1.8051, -0.9535], [3.6049, 0.7371, 0.5653], [0.6010, -1.2364, 1.8226], [-0.1536, -2.9729, 1.8544], [-0.9431, -1.5210, 2.6503]],
  "forces_ev_per_a": [[0.032, -0.688, -0.368], [0.763, 1.680, 1.216], [-0.535, -0.280, -0.665], [-0.589, -1.314, -0.609], [-5.866, -1.334, 3.515], [0.175, 0.062, -0.630], [2.347, 1.462, -0.248], [-1.420, -1.201, 0.564], [3.152, 3.250, 1.930], [1.881, 0.503, -1.016], [-1.258, -0.741, -0.085], [-0.535, -1.044, 0.802], [0.529, 0.244, 0.561], [0.929, -0.781, -0.997], [0.552, -0.063, 0.182], [0.039, -0.009, -0.284], [0.268, 0.093, 0.993], [3.389, 2.840, -2.548], [-1.414, 0.093, 0.066], [-1.348, 0.333, -3.219], [-0.045, -3.671, 0.966], [-1.284, 0.020, 0.663], [-0.137, -0.685, 0.180], [0.025, 1.639, 0.049], [0.347, -0.409, -1.017]],
  "mulliken_charge": [0.244, -0.450, -0.145, -0.673, -0.831, 0.176, 0.625, 0.000, -1.429, -0.421, 0.621, -0.906, -0.452, 0.386, 0.446, 0.335, 0.396, 0.513, 0.420, 0.402, 0.431, 0.371, 0.318, 0.311, 0.312]
}

=====

No. 2
{
  "formula": "C8H13N2O5",
  "method": "the ωB97M-V functional and the def2-TZVPD basis",
  "charge": -1,
  "multiplicity": 1,
  "orbital_gap_ev": 6.506,
  "e_tot_ha": -798.24775,
  "e_above_lowest_kcal_mol": 9.3,
  "homo_ev": -3.272,
  "lumo_energy_ev": 3.23,
  "species": ["C", "C", "C", "C", "C", "C", "C", "C", "N", "N", "O", "O", "O", "O", "O", "H", "H", "H", "H", "H", "H", "H", "H", "H", "H", "H", "H", "H"],
  "xyz": [[-0.0226, -0.1525, -0.2254], [-1.5866, 2.1856, -0.4174], [1.0706, 0.4393, 1.8548], [1.4692, -0.9410, 1.4910], [0.4271, 1.0294, 0.6267], [-3.4786, 1.6473, -1.5724], [-0.7837, 1.9705, 0.8954], [2.3154, -2.4726, -1.3960], [0.6633, -1.2251, 0.2286], [0.6059, -2.3976, -0.4837], [0.7456, -3.4618, 0.3852], [-0.8607, -0.0420, -1.1112], [-1.0838, 2.7530, -1.3949], [3.0436, -3.1363, -0.5714], [-2.8381, 1.6841, -0.3154], [0.4594, 0.5949, 2.6712], [2.0682, 1.0188, 2.0824], [2.6206, -1.0257, 1.2309], [1.1507, -1.7130, 2.2929], [1.0433, 1.6533, 0.0381], [-3.3898, 2.6085, -1.9940], [-4.5653, 1.4138, -1.2149], [-2.8539, 1.0614, -2.2074], [-0.5355, 3.0767, 1.0631], [-1.5581, 1.4523, 1.4717], [1.8347, -3.0389, -2.2976], [2.3199, -1.2677, -1.3834], [1.7191, -3.7149, 0.2528]],
  "forces_ev_per_a": [[0.426, -0.018, 1.039], [2.262, -0.072, -0.764], [3.757, 2.487, -1.179], [0.878, -2.936, -0.831], [-1.998, 1.016, 0.087], [-2.085, -0.041, 1.741], [-1.126, 0.693, -1.835], [-2.289, 0.397, 1.434], [-0.274, 1.206, 1.271], [0.869, -0.483, -1.633], [0.382, -0.554, 0.541], [0.207, -0.616, -0.223], [-1.799, -0.671, 1.644], [0.083, 0.567, -1.120], [1.387, 0.874, 0.287], [-1.373, -0.269, 1.868], [-1.878, -0.815, -0.161], [-2.343, -0.122, 0.675], [0.875, 1.063, -1.448], [1.277, 0.342, -0.743], [-0.521, 1.444, -0.587], [1.899, -0.117, -1.717], [-0.415, -1.424, -0.599], [-0.060, -1.773, 0.927], [0.540, 0.620, 0.996], [1.165, 1.276, 0.890], [0.464, -2.397, -0.696], [-0.309, 0.321, 0.134]],
  "mulliken_charge": [0.410, 0.738, -0.685, -0.413, 0.183, -0.716, -0.879, 0.009, 0.530, -0.776, -0.488, -0.726, -0.664, -0.755, -0.295, 0.366, 0.185, 0.234, 0.239, 0.327, 0.335, 0.205, 0.278, 0.268, 0.406, 0.225, 0.099, 0.361]
}

=====

No. 3
{
  "formula": "C8H13N3O2S",
  "method": "the ωB97M-V functional and the def2-TZVPD basis",
  "smiles": "Cc1cnc(N[C@H](C(C)C)[N+](=O)[O-])s1",
  "multiplicity": 1,
  "orbital_gap_ev": 8.557,
  "e_tot_ha": -1025.43181,
  "e_above_lowest_kcal_mol": 104.9,
  "homo_ev": -8.102,
  "lumo_energy_ev": 0.46,
  "species": ["C", "C", "C", "N", "C", "N", "C", "C", "C", "C", "N", "O", "O", "S", "H", "H", "H", "H", "H", "H", "H", "H", "H", "H", "H", "H", "H"],
  "xyz": [[-1.7374, 0.8525, -4.6941], [-1.3331, 0.8994, -3.2114], [-0.8153, 1.9232, -2.4616], [-0.4576, 1.5520, -1.2154], [-0.7094, 0.3358, -0.9114], [-0.3298, -0.3333, 0.1657], [0.3606, 0.3345, 1.3805], [1.3259, -0.6717, 2.2378], [0.6026, -1.8292, 2.9689], [2.5506, -1.0447, 1.3492], [-0.8795, 0.7784, 2.2393], [-0.6449, 1.5526, 3.1312], [-1.9867, 0.3689, 2.0248], [-1.5599, -0.5260, -2.1626], [-2.8417, 0.8040, -4.8368], [-1.2511, 1.6696, -5.2877], [-1.3241, -0.1200, -5.1649], [-0.4771, 2.9715, -2.8267], [-0.9160, -1.0414, 0.5551], [0.9802, 1.2003, 1.1919], [1.8074, 0.0280, 3.0247], [0.3054, -1.4810, 3.8750], [-0.3235, -2.2165, 2.4989], [1.3179, -2.6407, 2.9628], [2.2427, -1.6061, 0.4612], [2.8773, -0.1344, 0.8618], [3.2165, -1.6257, 1.8438]],
  "forces_ev_per_a": [[0.739, -1.335, -0.233], [-0.720, 0.466, -0.724], [0.588, 0.291, -2.020], [1.107, 0.932, 2.084], [-1.271, 0.660, -2.094], [3.445, 0.189, 4.564], [-1.345, -2.633, -0.811], [-0.180, 1.957, -0.145], [0.613, -0.274, -3.551], [-3.997, 1.395, -2.286], [1.000, 0.735, 0.556], [0.851, 0.527, 0.565], [-0.415, -0.948, -0.813], [0.367, 0.728, -0.992], [0.795, 0.341, 0.046], [-0.708, -0.494, 0.738], [-0.629, 1.432, 0.765], [-0.932, -2.070, 0.529], [-0.501, -0.423, -0.389], [-0.584, 0.334, -0.561], [-1.133, -1.000, -0.975], [-0.558, 0.556, 2.983], [0.540, 0.310, -0.244], [-0.064, -0.355, 0.680], [-0.310, -0.365, 0.200], [0.912, 0.252, 0.476], [2.391, -1.208, 1.654]],
  "mulliken_charge": [-1.043, 0.653, -0.646, -0.465, 0.508, -0.099, -0.706, 0.538, -1.284, -1.659, 1.069, -0.616, -0.568, -0.231, 0.260, 0.312, 0.276, 0.290, 0.357, 0.452, 0.293, 0.370, 0.290, 0.389, 0.363, 0.405, 0.492]
}

=====

No. 4
{
  "formula": "C8H13N4",
  "method": "the ωB97M-V functional and the def2-TZVPD basis",
  "smiles": "C/C=C/[N+](N)=c1/cc(N)cc[nH]1",
  "charge": 1,
  "multiplicity": 1,
  "orbital_gap_ev": 8.740,
  "e_tot_ha": -531.36223,
  "e_above_lowest_kcal_mol": 52.0,
  "homo_ev": -11.874,
  "lumo_energy_ev": -3.13,
  "species": ["C", "C", "C", "N", "N", "C", "C", "C", "N", "C", "C", "N", "H", "H", "H", "H", "H", "H", "H", "H", "H", "H", "H", "H", "H"],
  "xyz": [[-0.7899, 2.2288, 3.3964], [-0.8072, 1.2544, 2.3217], [-0.6646, 1.6352, 1.0398], [-0.7442, 0.9986, -0.2381], [-1.7858, 1.2518, -1.2011], [0.0432, -0.2211, -0.5404], [-0.1251, -0.9237, -1.7415], [0.6830, -2.0189, -1.9693], [0.4703, -2.7955, -3.0507], [1.8253, -2.2917, -1.1201], [2.0638, -1.4494, -0.1132], [1.1006, -0.4430, 0.1981], [-1.2241, 3.1270, 3.1729], [-1.2637, 1.8505, 4.2700], [0.2587, 2.1966, 3.6785], [-0.8743, 0.2377, 2.6361], [-0.7143, 2.7300, 1.0169], [-1.4577, 2.0260, -1.9334], [-2.5620, 1.5895, -0.7318], [-1.0708, -0.7997, -2.2370], [1.2319, -3.3415, -3.3561], [-0.4073, -2.7541, -3.5397], [2.6115, -3.0140, -1.4490], [2.8889, -1.3196, 0.6303], [1.3138, 0.2460, 0.8607]],
  "forces_ev_per_a": [[1.581, -2.120, 1.174], [-0.270, -1.227, -2.211], [-1.312, 1.473, 0.319], [1.679, -3.487, -0.695], [3.470, 1.161, -2.035], [-2.651, 3.511, -1.377], [-1.038, -0.317, 1.883], [0.398, -0.271, -0.567], [-0.264, 0.614, 1.059], [1.064, -0.172, -1.215], [-0.805, 2.350, 2.185], [1.694, -2.199, -0.635], [-0.469, 2.560, -0.692], [-0.695, -0.448, 0.666], [0.289, 1.131, 0.366], [0.007, -0.869, -0.085], [0.297, -0.162, -0.908], [-0.766, -2.018, 2.259], [-1.864, 0.736, 1.154], [0.083, 0.265, -0.492], [0.306, -0.922, -0.583], [0.264, -0.012, -0.279], [-0.976, 0.502, 0.538], [-0.478, -0.950, -1.204], [0.456, 0.871, 1.375]],
  "mulliken_charge": [-1.305, 0.160, -0.671, 0.368, -0.734, 0.309, -0.638, 0.949, -0.416, -0.535, -0.529, -0.047, 0.435, 0.394, 0.278, 0.414, 0.278, 0.268, 0.248, 0.431, 0.206, 0.216, 0.325, 0.374, 0.221]
}

=====

No. 5
{
  "formula": "C8H13N4",
  "method": "the ωB97M-V functional and the def2-TZVPD basis",
  "charge": 1,
  "multiplicity": 1,
  "orbital_gap_ev": [7.484, 8.187],
  "e_tot_ha": -531.26010,
  "e_above_lowest_kcal_mol": 116.1,
  "homo_ev": [-13.401, -12.979],
  "lumo_energy_ev": [-5.92, -4.79],
  "species": ["C", "C", "C", "C", "C", "C", "C", "C", "N", "N", "N", "N", "H", "H", "H", "H", "H", "H", "H", "H", "H", "H", "H", "H", "H"],
  "xyz": [[-0.8547, -1.2291, 1.5407], [1.3918, -0.7612, 1.7691], [0.0486, -0.0925, -1.7475], [-0.0007, 0.8013, 0.8538], [-1.0132, -0.2168, 0.3481], [0.1210, -0.6870, -3.1255], [-2.4341, 0.3617, 0.0939], [2.3296, 1.4702, 1.4295], [0.3422, -1.4702, 1.9561], [0.7418, 0.9092, -1.4538], [-0.5822, -0.8970, -0.8125], [1.1986, 0.4796, 1.3452], [-1.7094, -1.5360, 2.0340], [2.3009, -1.3198, 1.8272], [-0.3784, 1.8145, 1.0197], [0.4203, -0.0554, -3.9074], [-0.9064, -1.1459, -3.3432], [0.8983, -1.4610, -3.0460], [-2.3236, 1.3446, -0.2976], [-3.0944, 0.3497, 1.0443], [-2.9450, -0.2865, -0.5690], [2.3703, 1.7609, 0.3410], [3.1833, 1.1958, 1.9613], [1.9951, 2.3546, 2.0217], [-1.0997, -1.6837, -1.2830]],
  "forces_ev_per_a": [[1.774, 2.057, -1.630], [0.123, -0.748, -1.354], [0.989, -0.624, -0.271], [-1.314, 1.269, -2.031], [-0.590, -0.857, 2.452], [-1.441, -1.957, 0.649], [0.012, -0.621, 3.293], [-3.318, 2.257, -1.903], [-3.010, -2.183, 1.190], [-0.649, 0.832, 1.049], [0.807, -0.963, -2.594], [2.283, 0.527, 1.232], [-1.484, -1.098, 1.153], [1.014, 0.698, 0.208], [0.451, -0.184, -0.202], [0.196, 1.191, -0.776], [1.571, 0.520, -0.009], [-0.448, -0.113, -0.167], [-0.251, 0.809, -0.379], [1.217, 0.424, -1.332], [-0.397, -0.467, -0.893], [1.019, -0.020, 1.295], [1.360, -1.467, 0.221], [-0.216, -0.501, -0.622], [0.301, 1.219, 1.420]],
  "mulliken_charge": [-0.371, -0.001, 0.795, -0.885, 1.326, -1.182, -1.529, -0.920, -0.394, -0.548, -0.358, 0.120, 0.502, 0.417, 0.398, 0.405, 0.332, 0.301, 0.411, 0.366, 0.401, 0.347, 0.391, 0.326, 0.349]
}

=====

No. 6
{
  "formula": "C8H13NO",
  "method": "the ωB97M-V functional and the def2-TZVPD basis",
  "multiplicity": 1,
  "orbital_gap_ev": 10.229,
  "e_tot_ha": -442.43110,
  "e_above_lowest_kcal_mol": 124.3,
  "homo_ev": -9.627,
  "lumo_energy_ev": 0.60,
  "species": ["N", "C", "C", "C", "C", "C", "C", "C", "C", "H", "H", "H", "H", "H", "H", "H", "H", "H", "H", "H", "O", "H", "H"],
  "xyz": [[1.6282, -2.8524, -0.2989], [1.3666, -2.1277, 0.6722], [0.4481, -0.9861, 0.9217], [-0.2053, -0.4430, -0.3354], [-1.6718, -0.8478, -0.6132], [-2.0284, 0.6345, -0.8845], [-0.6528, 1.0257, -0.3518], [-0.3611, 2.0537, 0.6965], [0.1821, 2.2135, -0.7051], [-0.3000, -1.2942, 1.6686], [1.0023, -0.2367, 1.5098], [0.3954, -0.6234, -1.2399], [-1.8398, -1.5687, -1.4225], [-2.1657, -1.2185, 0.2966], [-2.1345, 0.8450, -1.9583], [-2.8934, 1.0483, -0.3490], [-1.1950, 2.6873, 1.0077], [0.3258, 1.8047, 1.5073], [1.2386, 2.0340, -0.9138], [-0.2723, 2.9670, -1.3525], [3.0991, -1.7033, 1.0283], [3.0628, -0.7824, 1.3156], [2.9712, -2.6295, -0.1994]],
  "forces_ev_per_a": [[1.687, 0.310, 1.233], [4.005, 0.217, -3.160], [-0.244, -0.296, 1.811], [0.063, 0.155, -0.664], [-0.361, -0.255, 0.276], [-0.158, 0.194, -0.373], [-0.002, 0.006, 0.290], [-0.124, 0.051, 0.211], [-0.071, 0.006, -0.311], [-0.131, 0.021, -0.343], [-0.041, -0.089, -0.573], [0.086, -0.152, 0.486], [0.054, 0.231, 0.213], [0.137, 0.039, -0.250], [-0.023, 0.015, 0.284], [0.202, -0.158, -0.148], [0.312, -0.107, -0.144], [-0.130, 0.095, -0.268], [-0.237, 0.102, 0.260], [0.123, -0.193, 0.252], [-2.307, 0.197, 1.042], [0.864, 0.182, -0.151], [-3.702, -0.572, 0.028]],
  "mulliken_charge": [-0.662, 0.673, -1.202, 0.498, -0.812, -0.560, 0.269, -0.760, -0.702, 0.392, 0.297, 0.462, 0.302, 0.271, 0.262, 0.302, 0.275, 0.197, 0.233, 0.258, -0.736, 0.274, 0.470]
}

=====

What did the fifth record say?
{
  "formula": "C8H13N4",
  "method": "the ωB97M-V functional and the def2-TZVPD basis",
  "charge": 1,
  "multiplicity": 1,
  "orbital_gap_ev": [7.484, 8.187],
  "e_tot_ha": -531.26010,
  "e_above_lowest_kcal_mol": 116.1,
  "homo_ev": [-13.401, -12.979],
  "lumo_energy_ev": [-5.92, -4.79],
  "species": ["C", "C", "C", "C", "C", "C", "C", "C", "N", "N", "N", "N", "H", "H", "H", "H", "H", "H", "H", "H", "H", "H", "H", "H", "H"],
  "xyz": [[-0.8547, -1.2291, 1.5407], [1.3918, -0.7612, 1.7691], [0.0486, -0.0925, -1.7475], [-0.0007, 0.8013, 0.8538], [-1.0132, -0.2168, 0.3481], [0.1210, -0.6870, -3.1255], [-2.4341, 0.3617, 0.0939], [2.3296, 1.4702, 1.4295], [0.3422, -1.4702, 1.9561], [0.7418, 0.9092, -1.4538], [-0.5822, -0.8970, -0.8125], [1.1986, 0.4796, 1.3452], [-1.7094, -1.5360, 2.0340], [2.3009, -1.3198, 1.8272], [-0.3784, 1.8145, 1.0197], [0.4203, -0.0554, -3.9074], [-0.9064, -1.1459, -3.3432], [0.8983, -1.4610, -3.0460], [-2.3236, 1.3446, -0.2976], [-3.0944, 0.3497, 1.0443], [-2.9450, -0.2865, -0.5690], [2.3703, 1.7609, 0.3410], [3.1833, 1.1958, 1.9613], [1.9951, 2.3546, 2.0217], [-1.0997, -1.6837, -1.2830]],
  "forces_ev_per_a": [[1.774, 2.057, -1.630], [0.123, -0.748, -1.354], [0.989, -0.624, -0.271], [-1.314, 1.269, -2.031], [-0.590, -0.857, 2.452], [-1.441, -1.957, 0.649], [0.012, -0.621, 3.293], [-3.318, 2.257, -1.903], [-3.010, -2.183, 1.190], [-0.649, 0.832, 1.049], [0.807, -0.963, -2.594], [2.283, 0.527, 1.232], [-1.484, -1.098, 1.153], [1.014, 0.698, 0.208], [0.451, -0.184, -0.202], [0.196, 1.191, -0.776], [1.571, 0.520, -0.009], [-0.448, -0.113, -0.167], [-0.251, 0.809, -0.379], [1.217, 0.424, -1.332], [-0.397, -0.467, -0.893], [1.019, -0.020, 1.295], [1.360, -1.467, 0.221], [-0.216, -0.501, -0.622], [0.301, 1.219, 1.420]],
  "mulliken_charge": [-0.371, -0.001, 0.795, -0.885, 1.326, -1.182, -1.529, -0.920, -0.394, -0.548, -0.358, 0.120, 0.502, 0.417, 0.398, 0.405, 0.332, 0.301, 0.411, 0.366, 0.401, 0.347, 0.391, 0.326, 0.349]
}